# 1
71
Properties=species:S:1:pos:R:3:forces:R:3 method="wB97M-V/def2-TZVPD" de_lowest_ev=0.3002 gap_ev=8.3
C -3.5917 -1.7009 -2.9961 -0.50 -0.04 -0.09
O -2.1802 -1.6071 -3.0502 0.34 -0.18 0.08
C -1.4006 -2.0617 -2.0376 0.07 -0.09 0.15
C -0.1222 -1.5081 -2.0294 0.05 -0.07 0.13
C 0.8052 -1.8625 -1.0631 -0.46 -0.38 -0.09
C 2.0796 -1.1353 -0.8593 0.11 0.30 -0.12
O 3.0713 -1.6391 -0.3480 -0.08 -0.26 0.23
N 2.0012 0.1744 -1.2272 -0.35 -0.06 -0.37
C 2.6558 1.3184 -0.7351 -0.24 0.67 0.46
C 1.8963 2.3595 -0.3367 0.59 -0.47 -0.08
C 0.4557 2.3394 -0.2438 -0.63 -0.51 0.04
C -0.3501 1.2702 0.0552 0.59 -0.16 0.12
N -1.6789 1.6320 0.0283 -0.34 -0.39 0.17
S -2.9512 0.6330 0.4575 0.06 0.42 0.37
O -3.9469 0.6748 -0.5592 -0.14 0.33 -0.02
O -2.3741 -0.6285 0.8028 0.25 0.21 0.14
N -3.5158 1.4596 1.7886 0.31 -0.41 -0.99
C -2.6406 1.3155 2.9298 0.36 -0.05 0.30
C -4.9208 1.2539 2.0714 -0.42 -0.12 -0.16
C -1.7489 2.9755 -0.2877 0.05 0.88 -0.16
C -2.8590 3.7898 -0.4323 -0.04 0.08 -0.04
C -2.6296 5.1151 -0.7486 -0.10 -0.09 0.04
C -1.3352 5.6098 -0.9170 0.10 0.11 -0.03
C -0.2301 4.7963 -0.7792 -0.08 -0.07 0.02
C -0.4326 3.4581 -0.4548 -0.52 -0.26 0.05
C 4.1442 1.4715 -0.7106 0.16 0.03 -0.24
O 4.6471 2.5536 -0.4555 -0.03 0.14 0.14
N 4.8542 0.3678 -1.0087 0.00 -0.29 -0.04
C 6.2840 0.3147 -0.8159 0.42 0.03 0.00
C 6.6633 -0.6497 0.3119 -0.22 0.27 0.05
C 5.9233 -0.3443 1.6272 0.30 0.16 -0.04
O 4.8883 -1.2512 1.9136 -0.43 -0.33 -0.06
C 0.4805 -2.8395 -0.1266 0.10 0.02 0.09
C -0.7793 -3.4150 -0.1252 0.01 0.02 -0.15
O -1.1509 -4.3950 0.7448 -0.24 0.24 -0.40
C -0.2214 -4.8246 1.7117 0.17 -0.11 0.18
C -1.7538 -3.0056 -1.0603 -0.08 -0.01 -0.03
O -3.0137 -3.5377 -1.0734 0.60 -0.09 -0.26
C -3.7085 -3.6197 0.1594 -0.31 -0.06 0.33
H -3.9294 -2.7375 -3.0280 0.01 0.16 -0.04
H -3.9363 -1.1725 -3.8849 -0.01 -0.01 0.08
H -3.9831 -1.2034 -2.1055 0.01 -0.09 -0.08
H 0.1027 -0.8054 -2.8175 0.00 0.11 -0.07
H 1.0825 0.4255 -1.5789 0.16 -0.10 0.08
H 2.4063 3.2776 -0.0851 0.16 0.02 -0.02
H -0.1204 0.2652 0.3503 0.15 -0.17 0.00
H -2.9494 2.0181 3.7022 0.02 0.03 -0.05
H -2.6592 0.2964 3.3302 0.00 0.05 0.05
H -1.6263 1.5522 2.6166 0.12 0.05 0.19
H -5.1024 0.3063 2.5900 -0.03 0.02 0.02
H -5.4484 1.2499 1.1214 -0.22 0.04 0.13
H -5.2799 2.0782 2.6874 0.03 -0.02 -0.01
H -3.8522 3.3901 -0.3101 -0.14 0.05 -0.01
H -3.4680 5.7840 -0.8704 -0.08 0.04 -0.01
H -1.2014 6.6522 -1.1641 0.02 0.08 -0.02
H 0.7682 5.1816 -0.9167 0.11 0.06 -0.03
H 4.3765 -0.5275 -1.0261 -0.08 0.22 -0.01
H 6.7616 -0.0022 -1.7495 0.02 0.12 0.08
H 6.6115 1.3299 -0.5779 0.00 -0.15 -0.10
H 6.4227 -1.6738 0.0169 0.08 -0.06 0.05
H 7.7411 -0.5898 0.4634 0.07 -0.06 -0.04
H 5.5374 0.6857 1.6022 0.11 -0.05 0.03
H 6.6087 -0.4252 2.4748 -0.02 0.09 -0.10
H 4.2979 -1.3308 1.1481 0.05 0.06 0.14
H 1.2284 -3.1115 0.5996 0.04 -0.06 0.09
H 0.6752 -5.2458 1.2476 -0.03 0.04 0.02
H -0.7314 -5.6017 2.2793 0.08 0.05 -0.01
H 0.0638 -4.0112 2.3854 0.00 -0.02 -0.04
H -4.7674 -3.6174 -0.1014 0.03 0.03 0.05
H -3.4628 -4.5395 0.6938 -0.07 0.13 -0.07
H -3.4803 -2.7550 0.7858 -0.04 -0.08 -0.01

---

# 2
25
Properties=species:S:1:pos:R:3:forces:R:3 method="wB97M-V/def2-TZVPD" de_lowest_ev=1.7145 gap_ev=9.2
C -2.8077 1.2190 1.2287 1.12 -1.23 2.29
C -0.9174 2.7163 1.7965 -0.55 -0.61 0.05
C 2.1917 -2.5949 -0.8328 2.18 -1.30 -1.42
C 1.0508 -1.4785 -2.6887 0.53 -0.23 -1.28
C -1.2526 1.2762 1.3539 -2.14 -1.35 2.33
C 0.9843 -2.0139 -1.3120 -4.64 2.82 2.49
N -0.6113 0.7048 0.2154 2.14 0.92 -2.77
O 1.0675 -0.5997 1.7372 0.16 -0.77 0.42
P 0.8384 -0.2121 0.3432 -1.29 -0.80 -1.61
Cl 2.3555 1.0319 -0.2631 0.29 0.33 -0.37
H -3.0988 1.9556 0.5659 -0.74 1.60 -1.56
H -3.2116 0.2539 0.8664 0.23 0.40 0.66
H -3.1516 1.5593 2.2604 -0.14 -0.84 -1.30
H 0.0635 2.7997 1.3026 0.05 1.19 1.16
H -1.0572 2.7453 2.9225 1.16 0.12 -1.27
H -1.6759 3.4764 1.4605 0.92 -0.74 -0.31
H 2.3394 -2.4132 0.2031 0.65 0.08 0.85
H 2.1453 -3.6799 -0.9843 0.17 -0.07 0.05
H 2.9861 -2.2117 -1.5473 -0.29 -0.46 1.51
H 1.8459 -0.7024 -2.7895 -0.21 -0.94 -0.05
H 0.1892 -1.0440 -3.1179 -1.43 0.78 0.28
H 1.1488 -2.3279 -3.4261 0.77 0.54 0.77
H -0.9464 0.5557 2.1715 -0.44 0.98 -0.56
H -0.0460 -2.4257 -0.9220 2.13 0.51 -1.06
H -0.4297 1.4096 -0.5441 -0.65 -0.95 0.70

---

# 3
45
Properties=species:S:1:pos:R:3:forces:R:3 method="wB97M-V/def2-TZVPD" de_lowest_ev=0.7123 gap_ev=7.0
C -3.5408 1.9854 1.8526 0.52 0.08 -0.24
O -2.2939 1.2650 1.8554 -0.09 0.44 0.01
C -1.1250 1.9460 1.9647 -0.33 0.84 0.39
C -0.1036 1.2817 2.6423 0.08 -0.09 0.18
N -0.3492 -0.0107 3.2028 0.12 -0.93 0.88
C -1.1497 -0.9604 2.6883 0.42 0.53 1.33
N -1.1561 -2.0059 3.5116 0.94 0.56 0.88
C -1.8017 -3.2912 3.3408 -0.18 -0.35 -0.20
C -0.3383 -1.7176 4.6137 -0.38 -0.23 -0.30
C 0.1405 -0.4823 4.4361 0.24 0.61 -0.47
C 1.1432 1.8938 2.8334 0.25 0.62 -0.63
O 2.1275 1.0849 3.2942 0.43 0.09 0.45
C 3.4442 1.5814 3.6071 -0.58 0.05 -0.18
C 1.3220 3.2436 2.4760 0.02 -0.65 0.10
C 0.2825 3.9088 1.8271 -0.10 -0.03 0.03
C -0.9263 3.2780 1.5399 -0.01 -0.50 0.19
H -4.3041 1.2138 1.9549 0.08 0.16 -0.02
H -3.5838 2.6880 2.7012 0.04 -0.20 -0.32
H -3.6609 2.5186 0.8966 -0.09 -0.10 0.34
H -2.5182 -3.2338 2.5188 0.16 0.00 0.23
H -1.0535 -4.0667 3.1311 -0.14 0.24 -0.06
H -2.3181 -3.5730 4.2651 0.00 0.19 -0.23
H -0.1766 -2.4259 5.4038 -0.02 -0.02 0.09
H 0.8200 0.1021 5.0200 0.02 0.02 0.15
H 3.9297 0.7386 4.0997 0.04 0.18 -0.08
H 3.9985 1.8526 2.6981 -0.23 -0.05 0.17
H 3.4037 2.4398 4.2919 -0.05 -0.19 -0.16
H 2.2753 3.7319 2.6896 -0.37 -0.13 -0.21
H 0.4259 4.9501 1.5354 -0.06 -0.30 0.05
H -1.7276 3.7987 1.0169 0.27 -0.10 0.18
O -3.9124 -1.2045 2.0891 -0.70 -1.04 -2.22
N -4.2057 -1.6817 0.9539 -1.86 0.26 1.84
C -3.1334 -1.9515 0.0378 0.72 -0.40 -1.38
C -1.9313 -1.3724 0.3113 -1.20 0.72 -0.34
C -1.0566 -1.3735 -0.7368 1.42 0.27 -3.39
N 0.0458 -0.5597 -0.9753 -0.43 -0.65 0.35
O 0.7151 0.1471 -0.2345 -0.46 -0.45 -0.88
O 0.3729 -0.6414 -2.3531 -0.87 -1.12 1.35
N -0.4973 -1.5556 -3.0032 -1.19 0.13 1.73
C -1.3793 -1.9334 -2.0376 2.05 2.07 -0.14
N -2.5392 -2.5723 -2.2425 -1.51 -1.29 0.52
C -3.3921 -2.6134 -1.2295 0.52 0.55 -0.14
O -5.3860 -1.9041 0.6053 2.13 0.29 0.46
H -1.6440 -0.9166 1.6214 0.09 -0.20 0.00
H -4.3460 -3.1353 -1.3440 0.32 0.15 -0.31

---

# 4
125
Properties=species:S:1:pos:R:3:forces:R:3 method="wB97M-V/def2-TZVPD" charge=+1 gap_ev=6.5
C -4.0166 -0.0102 5.2523 0.50 0.25 0.05
C -2.9032 -0.8290 4.6536 -0.22 0.02 0.05
C -2.5897 -2.0813 5.1618 -0.08 0.06 -0.02
C -1.5515 -2.8280 4.6257 -0.17 0.09 0.06
C -0.8042 -2.3476 3.5597 0.46 -0.16 -0.01
C 0.3177 -3.1532 2.9205 -0.85 -0.27 0.13
C -0.3122 -4.0778 1.8358 0.82 0.39 -0.21
C 1.0576 -3.9908 3.9648 -0.06 0.08 -0.19
C -1.1389 -1.0989 3.0520 0.07 -0.14 0.23
O -0.3864 -0.6401 1.9802 0.04 0.36 -0.22
C -1.1398 -0.4600 0.8104 -0.22 -0.14 0.40
C -0.2901 -0.7645 -0.4000 0.09 0.22 0.23
C -0.7328 -1.8110 -1.1543 -0.09 -0.63 -0.22
C -0.0565 -2.2418 -2.2708 0.17 0.54 -0.39
C -0.5992 -3.4397 -3.0150 0.39 -0.63 0.36
O -0.6529 -4.5032 -2.4623 0.45 0.16 -0.28
O -0.9410 -3.3347 -4.3110 -0.15 0.45 0.01
N -1.4170 -2.0052 -4.6300 0.23 0.06 0.33
C 1.1352 -1.5972 -2.6291 -0.32 -0.29 -0.33
C 1.9062 -2.1053 -3.8309 0.11 0.05 0.23
C 2.9112 -3.2229 -3.4573 0.05 -0.15 -0.23
O 2.3691 -3.9919 -2.3919 0.03 -0.01 -0.13
C 4.3422 -2.7754 -3.1170 0.33 -0.73 0.40
N 4.5503 -2.7015 -1.6681 0.26 0.34 -0.27
C 1.5642 -0.5304 -1.8566 0.05 0.01 0.22
C 2.8548 0.1559 -2.2063 0.14 0.14 0.05
O 3.7011 0.0264 -1.0980 -0.23 0.38 0.07
C 4.9114 0.6686 -1.1728 0.15 0.06 0.01
C 5.5418 0.8973 0.0390 -0.15 -0.10 0.33
C 6.7821 1.4985 0.0791 0.08 -0.10 -0.15
C 7.4083 1.8670 -1.1056 0.20 0.16 0.19
C 6.7750 1.6556 -2.3123 0.11 -0.06 0.05
C 5.5259 1.0495 -2.3538 -0.23 -0.03 -0.31
N 0.8457 -0.0924 -0.7632 -0.44 0.05 -0.61
P 1.3548 1.3343 0.2578 1.44 0.37 1.57
N 2.0142 0.8383 1.5284 -0.14 0.10 -0.36
O 2.2494 2.3339 -0.5971 -0.62 -0.27 -0.66
O -0.0102 2.1282 0.4231 -0.25 -0.55 -0.58
C -2.1574 -0.3369 3.5906 -0.12 0.06 -0.14
H -3.5853 0.7519 5.9065 -0.06 0.00 0.07
H -4.6784 -0.6231 5.8578 -0.16 0.00 -0.10
H -4.5652 0.5316 4.4829 -0.19 -0.12 0.00
H -3.1844 -2.4588 5.9840 0.08 -0.14 0.02
H -1.3413 -3.8071 5.0331 0.06 -0.02 0.03
H 0.9912 -2.4448 2.4451 0.13 -0.03 0.06
H -1.3381 -3.7991 1.6010 -0.11 -0.13 0.06
H 0.2661 -4.0108 0.9097 -0.02 -0.11 -0.06
H -0.2618 -5.1142 2.1631 -0.30 -0.08 -0.04
H 1.2522 -3.4018 4.8595 0.20 -0.04 0.03
H 0.4510 -4.8538 4.2426 0.00 0.00 0.12
H 1.9919 -4.3802 3.5621 0.07 0.04 0.01
H -1.9642 -1.1762 0.8316 -0.01 -0.02 -0.33
H -1.6080 0.5198 0.7469 0.03 0.12 0.11
H -1.6293 -2.3275 -0.8544 0.02 0.04 0.08
H -0.5919 -1.4780 -4.9094 -0.01 -0.06 -0.27
H -1.9760 -2.1671 -5.4604 -0.03 -0.07 -0.01
H 2.3944 -1.2935 -4.3665 0.07 -0.08 -0.03
H 1.2139 -2.5467 -4.5429 -0.15 0.00 0.06
H 2.9893 -3.8741 -4.3304 0.00 0.18 -0.17
H 2.1513 -4.8699 -2.7181 -0.06 -0.03 0.09
H 4.6206 -1.8332 -3.5898 -0.20 0.09 0.00
H 5.0098 -3.5248 -3.5576 0.01 0.05 -0.14
H 5.3836 -2.1483 -1.4972 -0.08 0.10 0.10
H 4.7767 -3.6244 -1.3208 -0.26 -0.06 0.09
H 2.6614 1.2039 -2.4462 0.12 0.06 -0.04
H 3.3037 -0.2877 -3.0881 -0.15 -0.15 0.06
H 5.0397 0.5842 0.9453 0.01 -0.07 0.01
H 7.2630 1.6519 1.0385 0.09 0.08 -0.50
H 8.3897 2.3180 -1.0767 0.02 0.05 -0.02
H 7.2667 1.9466 -3.2297 -0.05 -0.01 -0.08
H 5.0602 0.8802 -3.3154 -0.04 0.02 -0.01
H 2.9478 1.2097 1.6533 0.03 -0.08 0.24
H 1.7310 2.9626 -1.1202 0.12 0.21 0.08
H -0.6323 2.0201 -0.3133 -0.10 0.31 0.04
H -2.3920 0.6369 3.1769 0.07 0.05 -0.02
C -5.2510 3.0091 1.2615 -0.08 0.05 0.00
Br -5.4228 4.0116 2.8901 -0.06 -0.10 0.04
Br -5.9688 3.9494 -0.2483 0.03 0.07 0.00
Br -3.4146 2.5032 0.9519 0.00 -0.02 0.15
H -5.8144 2.0958 1.3857 0.01 -0.02 -0.03
C -2.8438 5.5656 -2.9782 -0.05 0.04 -0.21
Br -1.9099 4.9845 -1.3954 0.11 -0.01 0.06
Br -3.4115 4.0723 -4.0530 0.04 0.04 0.04
Br -4.2946 6.7457 -2.5463 0.25 -0.29 -0.16
H -2.1307 6.1322 -3.5589 -0.01 -0.01 -0.05
C -5.0349 -3.3497 -1.6159 0.00 -0.01 0.04
Br -3.2361 -3.9448 -1.9759 -0.94 -0.22 0.12
Br -5.1887 -1.4479 -1.8991 0.02 0.02 0.01
Br -6.3279 -4.3384 -2.6267 0.02 0.04 -0.02
H -5.2340 -3.5320 -0.5695 0.01 0.00 0.01
C -5.0315 7.4818 1.6670 -0.11 -0.08 0.01
Br -5.4205 8.5122 3.2385 0.06 -0.01 -0.03
Br -5.4066 8.4558 0.0533 -0.20 0.32 0.26
Br -3.2462 6.7753 1.6732 0.16 0.07 -0.01
H -5.6920 6.6264 1.6712 -0.04 -0.01 0.00
C -3.8061 2.8895 -8.0685 -0.01 0.08 -0.02
Br -2.1459 3.8578 -8.0341 0.01 0.00 0.00
Br -3.9346 1.6630 -6.5862 -0.02 -0.12 0.02
Br -5.3178 4.0667 -8.1311 0.01 0.00 0.02
H -3.8150 2.2972 -8.9714 0.00 -0.02 0.00
C -4.9353 11.9149 -1.3428 -0.01 0.01 0.06
Br -4.1578 11.1940 -2.9489 0.00 -0.03 -0.01
Br -4.1316 13.5863 -0.8466 0.00 0.00 -0.03
Br -6.8470 12.0565 -1.4887 0.01 -0.02 0.00
H -4.7276 11.2114 -0.5497 0.01 0.01 0.02
C 0.9679 7.0282 2.5816 -0.01 0.06 0.00
Br 1.2091 7.1011 4.4827 0.00 -0.02 -0.01
Br 2.4422 7.8190 1.6395 0.01 -0.01 -0.01
Br 0.6387 5.2232 1.9856 -0.09 -0.09 -0.04
H 0.0858 7.6056 2.3445 -0.02 0.00 -0.01
C -2.6485 -8.0058 2.2315 0.01 -0.02 -0.03
Br -4.3580 -7.4316 2.8951 0.01 0.03 -0.01
Br -2.2097 -7.1621 0.5609 -0.02 0.05 -0.06
Br -1.2605 -7.7445 3.5367 -0.09 -0.01 0.12
H -2.7154 -9.0669 2.0406 0.01 -0.02 0.02
C 1.9298 -9.8765 1.5985 -0.03 -0.01 0.03
Br 3.7141 -10.4470 1.1768 -0.01 0.00 -0.01
Br 1.7006 -7.9875 1.3323 0.13 0.10 -0.10
Br 0.6087 -10.8787 0.6241 -0.02 0.00 0.00
H 1.7681 -10.0727 2.6484 0.00 0.00 0.02
C 7.1974 1.3077 5.1370 -0.03 -0.02 0.05
Br 7.1343 -0.4781 5.8384 0.00 0.00 -0.01
Br 8.9188 2.1167 5.3882 0.01 0.00 -0.01
Br 6.6719 1.3524 3.2797 -0.05 -0.02 0.57
H 6.4785 1.8969 5.6868 -0.02 0.01 -0.01